1.
C34H21Cl6N2O6Rb as an isolated structure, computed with wB97M-V/def2-TZVPD.

```
70
Properties=species:S:1:pos:R:3:mulliken_charge:R:1
Rb -0.32 0.13 -0.15 0.7883
C 2.93 0.14 3.99 -1.0183
C 2.10 0.13 2.85 -0.3665
N 0.94 0.75 2.82 0.1722
C 0.53 1.41 3.91 -0.1479
C 1.28 1.48 5.09 1.0672
C 2.51 0.81 5.11 -0.6046
C 0.76 2.20 6.23 -0.8264
C -0.43 2.82 6.17 -0.9303
C -1.23 2.77 4.97 1.0816
C -2.48 3.41 4.87 -0.6332
C -3.18 3.32 3.70 -0.7222
C -2.62 2.60 2.63 -0.2278
N -1.46 1.99 2.70 0.0042
C -0.76 2.08 3.85 -0.0710
H 3.86 -0.39 3.96 0.4692
H 2.39 -0.39 1.95 0.6031
H 3.12 0.84 6.01 0.3761
H 1.36 2.24 7.13 0.3412
H -0.82 3.36 7.02 0.3444
H -2.87 3.95 5.72 0.3829
H -4.15 3.80 3.58 0.3719
H -3.14 2.52 1.69 0.4154
Cl -2.20 -1.99 2.22 -0.2289
C -2.84 -2.73 0.72 1.0387
C -2.68 -2.05 -0.46 -1.1840
C -3.21 -2.67 -1.56 0.6504
Cl -3.09 -1.85 -3.15 -0.2489
C -3.83 -3.91 -1.54 -0.6415
Cl -4.44 -4.67 -2.98 -0.1942
C -3.95 -4.57 -0.32 0.6025
Cl -4.69 -6.14 -0.24 -0.2418
C -3.45 -3.97 0.83 -0.3279
Cl -3.61 -4.80 2.36 -0.2279
C 0.86 2.99 -5.29 -1.4091
C 1.82 2.61 -4.20 1.3607
C 3.05 3.26 -4.12 -0.9542
C 3.98 2.91 -3.16 0.2605
Cl 5.52 3.75 -3.11 -0.2973
C 3.73 1.89 -2.25 -1.0503
C 2.51 1.25 -2.31 -0.0764
C 1.56 1.61 -3.26 0.0264
O 0.41 0.86 -3.23 -0.3578
C -0.89 1.49 -3.31 -0.3279
C -1.01 2.77 -2.47 0.5974
O -1.39 3.79 -3.07 -0.8000
O -0.75 2.64 -1.26 -0.6689
H 1.36 3.67 -5.98 0.4282
H -0.03 3.47 -4.89 0.3368
H 0.56 2.10 -5.85 0.2306
H 3.29 4.04 -4.82 0.3298
H 4.47 1.61 -1.52 0.5247
H 2.29 0.43 -1.62 0.5125
H -1.55 0.72 -2.92 0.0305
H -1.15 1.68 -4.36 0.2455
O 1.46 -1.82 -2.70 -0.5191
C 0.90 -2.87 -2.03 0.9842
C -0.11 -3.63 -2.61 -0.8083
C -0.66 -4.70 -1.92 -0.3648
C -0.17 -5.03 -0.66 -0.8205
C 0.86 -4.28 -0.11 -0.7242
C 1.40 -3.18 -0.77 0.6762
C 2.40 -2.31 -0.02 -0.0010
O 3.36 -2.86 0.52 -0.8057
O 2.07 -1.09 0.06 -0.3822
H 0.82 -1.37 -3.26 0.1689
H -0.49 -3.37 -3.59 0.4477
H -1.47 -5.26 -2.37 0.5054
H -0.60 -5.86 -0.11 0.4232
H 1.25 -4.52 0.87 0.4125
```

Summary:
Total charge = -2
Relative energy (zero: lowest compared OMol25 entry of this formula, charge and spin) = 12.04 kJ/mol
Frontier orbital gap = 6.73 eV
Total energy = -4654.61289 a.u.



2.
C34H21FeI3N4O6 as an isolated structure, computed with wB97M-V/def2-TZVPD.

```
69
Properties=species:S:1:pos:R:3:mulliken_spin:R:1
Fe -0.83 0.54 0.12 1.5232
O 5.49 -1.97 -2.67 0.0001
C 5.39 -1.21 -1.69 -0.0015
O 6.25 -0.64 -0.99 -0.0002
C 3.92 -0.90 -1.27 -0.0025
C 3.64 -0.08 -0.19 -0.0022
C 2.32 0.16 0.16 0.0191
N 1.30 -0.37 -0.52 -0.0295
C 1.57 -1.20 -1.53 0.0018
C 2.86 -1.48 -1.95 0.0054
C 0.40 -1.93 -2.06 -0.0520
C 0.48 -3.28 -2.36 0.0261
C -0.66 -4.02 -2.56 -0.0296
C -1.90 -3.40 -2.46 0.0122
C -1.94 -2.05 -2.21 -0.0333
N -0.82 -1.34 -2.04 0.0163
C 1.92 0.95 1.35 0.0068
C 2.76 1.87 1.96 -0.0062
C 2.29 2.57 3.06 0.0045
C 1.02 2.32 3.53 -0.0051
C 0.24 1.38 2.87 0.0089
N 0.68 0.72 1.80 0.0130
H 4.48 0.33 0.37 0.0012
H 3.09 -2.14 -2.78 0.0007
H 1.46 -3.75 -2.34 0.0009
H -0.59 -5.09 -2.76 -0.0005
H -2.82 -3.95 -2.56 -0.0008
H -2.85 -1.47 -2.12 -0.0100
H 3.75 2.06 1.56 0.0005
H 2.92 3.32 3.53 0.0002
H 0.61 2.84 4.39 -0.0005
H -0.77 1.15 3.18 -0.0011
I 1.77 4.75 -1.34 0.0000
C -0.09 4.59 -0.44 -0.0009
C -0.85 5.73 -0.15 -0.0004
C -2.08 5.66 0.44 -0.0030
I -3.14 7.42 0.81 0.0001
C -2.62 4.39 0.80 -0.0017
C -3.88 4.16 1.42 0.0031
C -4.26 2.89 1.72 0.0004
C -3.40 1.81 1.44 0.0181
N -2.24 2.00 0.87 0.0427
C -1.84 3.25 0.53 -0.0105
C -0.56 3.31 -0.14 0.0041
O 0.08 2.23 -0.39 -0.0096
H -0.44 6.70 -0.42 -0.0001
H -4.52 5.01 1.64 -0.0003
H -5.22 2.70 2.19 0.0000
H -3.65 0.78 1.69 -0.0003
C -0.24 0.89 -2.95 -0.0150
C -0.97 0.14 -1.87 -0.2951
O -2.14 0.49 -1.48 -0.2070
H -0.49 0.48 -3.93 0.0039
H 0.85 0.88 -2.84 -0.0009
H -0.57 1.93 -2.91 -0.0031
I 2.27 -6.43 -0.06 0.0000
C 0.87 -5.01 0.59 0.0007
C 1.31 -3.75 0.96 0.0009
C 0.36 -2.78 1.29 0.0016
C -0.99 -3.07 1.26 -0.0024
C -1.40 -4.36 0.95 0.0012
C -0.48 -5.33 0.60 -0.0008
C -2.03 -2.02 1.61 0.0031
O -2.99 -2.37 2.29 0.0003
O -1.86 -0.84 1.14 0.0030
H 2.36 -3.51 0.97 -0.0001
H 0.67 -1.78 1.56 0.0024
H -2.46 -4.60 0.98 0.0005
H -0.80 -6.33 0.32 -0.0005
```

Summary:
Total charge = -1
Relative energy (zero: lowest compared OMol25 entry of this formula, charge and spin) = 49.08 kJ/mol
Frontier orbital gap (spin up / spin down) = 6.51 / 6.46 eV
Total energy = -4135.68156 a.u.
Multiplicity = 2



3.
C34H23ClN7O5S3Y as an isolated structure in a non-equilibrium geometry, computed with wB97M-V/def2-TZVPD.

```
74
Properties=species:S:1:pos:R:3:mulliken_charge:R:1
Y -0.28 0.05 0.95 1.1164
Cl 1.11 7.29 3.37 -0.2768
C 1.04 5.61 2.95 0.2357
C 2.21 4.83 2.76 -0.4960
C 2.17 3.51 2.45 -0.7280
C 0.93 2.81 2.31 -0.1225
O 0.92 1.56 2.04 -0.2215
C -0.29 3.59 2.54 0.7350
C -1.54 2.97 2.34 -0.4886
N -1.78 1.68 2.37 0.1056
C -3.01 1.10 2.68 0.6957
C -4.20 1.84 2.91 -0.7859
C -5.37 1.22 3.41 -0.8844
C -5.34 -0.11 3.76 -0.6103
C -4.21 -0.88 3.56 0.3864
C -4.17 -2.27 3.70 -0.4292
C -3.05 -3.01 3.34 -1.1098
C -1.92 -2.35 2.92 0.0437
N -1.94 -1.06 2.60 0.3035
C -3.07 -0.33 2.89 0.6045
C -0.20 4.96 2.87 -0.8422
H 3.11 5.42 2.70 0.3469
H 3.13 3.00 2.33 0.4250
H -2.47 3.55 2.24 0.1858
H -4.26 2.90 2.61 0.2641
H -6.27 1.86 3.51 0.3166
H -6.22 -0.55 4.22 0.3349
H -5.04 -2.79 4.19 0.2970
H -3.07 -4.09 3.41 0.4170
H -0.94 -2.86 2.84 0.3458
H -1.09 5.55 3.01 0.3883
N 2.20 -1.58 -7.45 -0.4674
C 2.24 -1.28 -6.12 1.4573
C 1.41 -1.95 -5.22 -1.2310
C 1.42 -1.54 -3.91 -0.0669
C 2.26 -0.57 -3.41 -0.6356
C 2.97 0.17 -4.35 0.0800
C 3.02 -0.21 -5.68 -0.8735
S 2.39 -0.25 -1.65 1.1305
O 2.63 -1.53 -1.01 -0.5957
O 3.44 0.75 -1.51 -0.7900
N 0.97 0.31 -1.08 0.0324
C 0.57 1.52 -1.49 0.2710
N 1.01 2.02 -2.63 -0.3973
C 0.50 3.14 -3.07 -0.2564
C -0.39 3.90 -2.32 -0.9725
C -0.72 3.38 -1.06 -0.0025
N -0.32 2.15 -0.70 0.2776
H 1.55 -2.18 -7.88 0.1550
H 2.73 -1.08 -8.10 0.1412
H 0.76 -2.73 -5.56 0.3452
H 0.79 -2.12 -3.20 0.3683
H 3.46 1.10 -3.97 0.3596
H 3.68 0.32 -6.41 0.1699
H 0.81 3.49 -4.05 0.3820
H -0.76 4.84 -2.73 0.3521
H -1.28 3.99 -0.35 0.3303
O 1.26 -3.16 3.24 -0.7165
C 1.35 -2.61 2.12 -0.5759
O 1.09 -1.41 1.85 -0.1541
C 1.81 -3.54 1.03 0.9492
C 3.05 -4.08 1.22 -0.5314
C 3.47 -5.10 0.38 -0.7222
C 2.59 -5.53 -0.63 -0.5614
C 1.30 -5.01 -0.72 -0.6207
C 0.85 -3.96 0.05 0.5278
S -0.75 -3.35 -0.03 -0.3931
H 3.57 -3.71 2.05 0.4641
H 4.41 -5.58 0.52 0.3792
H 2.92 -6.29 -1.33 0.3088
H 0.61 -5.45 -1.43 0.3530
S -4.56 0.09 -1.74 -0.5027
C -3.09 -0.09 -1.05 0.5071
N -2.11 -0.25 -0.38 -0.8275
```

Summary:
Total charge = -2
Relative energy (zero: lowest compared OMol25 entry of this formula, charge and spin) = 15.67 kJ/mol
Frontier orbital gap = 4.38 eV
Total energy = -3762.34235 a.u.



4.
C34H23F4FeN5P as an isolated structure, computed with wB97M-V/def2-TZVPD.

```
68
Properties=species:S:1:pos:R:3:mulliken_spin:R:1
Fe -0.65 0.41 0.23 2.7092
C -2.98 -3.76 -3.63 -0.0017
C -3.83 -3.81 -2.53 0.0008
C -3.73 -2.87 -1.52 0.0019
C -2.78 -1.86 -1.61 -0.0408
C -1.92 -1.81 -2.71 0.0086
C -2.03 -2.75 -3.72 0.0024
P -2.60 -0.57 -0.35 -0.0515
C -3.58 -1.08 1.08 -0.0162
C -3.19 -2.21 1.80 -0.0119
C -3.90 -2.60 2.92 -0.0022
C -5.01 -1.86 3.33 -0.0001
C -5.39 -0.73 2.62 0.0005
C -4.68 -0.34 1.50 -0.0037
C -3.08 1.05 -0.91 -0.0290
C -4.14 1.67 -1.57 -0.0208
C -4.05 3.03 -1.76 0.0283
C -2.94 3.75 -1.30 -0.0127
C -1.89 3.12 -0.66 0.0768
C -1.94 1.74 -0.46 -0.2059
H -3.05 -4.50 -4.41 -0.0001
H -4.57 -4.60 -2.46 -0.0001
H -4.40 -2.92 -0.67 0.0002
H -1.18 -1.02 -2.77 0.0025
H -1.36 -2.70 -4.57 0.0001
H -2.32 -2.77 1.49 -0.0027
H -3.59 -3.47 3.48 0.0001
H -5.56 -2.16 4.21 0.0000
H -6.24 -0.15 2.95 0.0002
H -4.97 0.55 0.95 0.0009
H -4.99 1.10 -1.92 -0.0013
H -4.85 3.56 -2.27 0.0017
H -2.91 4.82 -1.46 -0.0008
H -1.04 3.71 -0.31 0.0045
F 4.06 5.17 1.96 -0.0038
C 4.33 4.01 1.36 -0.0461
C 5.64 3.68 1.13 0.0965
F 6.57 4.55 1.52 0.0092
C 6.04 2.45 0.55 -0.0610
C 4.96 1.60 0.21 0.0980
C 3.66 1.94 0.43 -0.0425
F 2.71 1.08 0.02 0.0236
C 3.27 3.15 1.03 0.1155
C 1.89 3.47 1.28 0.0578
C 0.97 2.46 1.46 0.0127
N 0.20 1.59 1.61 0.0664
C 1.40 4.80 1.30 -0.0096
N 0.97 5.87 1.27 0.0244
F 5.21 0.43 -0.38 0.0087
C 7.39 2.11 0.33 0.3901
C 8.48 2.97 0.63 -0.0365
N 9.41 3.62 0.84 0.1799
C 7.80 0.85 -0.20 -0.0346
N 8.19 -0.14 -0.63 0.1777
C 2.48 -2.00 1.17 0.0988
C 1.34 -2.08 0.15 -0.0937
C 1.91 -2.04 -1.28 0.0968
C 0.53 -3.38 0.35 0.0868
N 0.48 -0.97 0.35 1.4127
H 3.16 -2.85 1.04 0.0082
H 2.09 -2.02 2.19 -0.0061
H 3.05 -1.09 1.02 -0.0288
H 2.58 -2.89 -1.44 0.0042
H 2.47 -1.12 -1.43 -0.0125
H 1.10 -2.10 -2.01 -0.0130
H 1.16 -4.25 0.17 0.0068
H -0.31 -3.41 -0.35 -0.0148
H 0.15 -3.43 1.37 -0.0088
```

Summary:
Total charge = 0
Relative energy (zero: lowest compared OMol25 entry of this formula, charge and spin) = 5.35 kJ/mol
Frontier orbital gap (spin up / spin down) = 6.61 / 5.82 eV
Total energy = -3587.53095 a.u.
Multiplicity = 6



5.
C34H23N6O2Pd as an isolated structure, computed with wB97M-V/def2-TZVPD.

```
66
Properties=species:S:1:pos:R:3:mulliken_spin:R:1
Pd -1.57 -0.86 -0.28 1.6917
O -2.10 4.89 4.74 0.0002
N -1.97 4.75 3.55 0.0004
O -1.93 5.64 2.73 0.0001
C -1.89 3.34 3.04 -0.0020
C -1.94 2.39 3.98 0.0022
C -1.85 1.00 3.62 -0.0013
C -1.91 -0.03 4.57 -0.0021
C -1.82 -1.33 4.16 0.0158
C -1.67 -1.60 2.79 -0.0199
N -1.60 -0.63 1.88 0.1245
C -1.69 0.66 2.28 -0.0113
C -1.64 1.69 1.28 0.0162
N -1.49 1.29 -0.01 0.2014
C -1.47 2.18 -0.98 -0.0137
C -1.58 3.55 -0.72 0.0160
C -1.72 3.98 0.57 -0.0014
C -1.74 3.05 1.63 0.0001
H -2.05 2.67 5.01 0.0005
H -2.04 0.21 5.62 -0.0001
H -1.86 -2.15 4.86 0.0003
H -1.59 -2.61 2.43 0.0191
H -1.36 1.81 -1.99 0.0120
H -1.56 4.25 -1.54 0.0008
H -1.81 5.03 0.78 0.0003
N 5.69 -1.37 -1.86 -0.0099
C 7.03 -1.34 -1.49 0.0528
C 8.19 -1.49 -2.18 0.0747
C 9.38 -1.34 -1.41 0.2583
C 9.38 -1.02 -0.03 0.0059
C 8.22 -0.86 0.65 0.1260
C 7.00 -1.01 -0.10 0.2054
N 5.75 -0.86 0.34 0.0542
C 4.98 -1.09 -0.75 0.1061
C 3.51 -1.05 -0.69 0.0336
C 2.91 -0.84 0.55 0.0431
C 1.53 -0.83 0.62 -0.0113
N 0.74 -1.02 -0.45 0.0524
C 1.33 -1.21 -1.63 -0.0398
C 2.70 -1.23 -1.80 0.0340
H 5.33 -1.60 -2.77 -0.0008
H 8.23 -1.70 -3.24 0.0033
H 10.32 -1.48 -1.92 0.0035
H 10.33 -0.92 0.49 0.0051
H 8.18 -0.64 1.71 -0.0035
H 3.51 -0.69 1.44 0.0011
H 1.03 -0.69 1.57 0.0012
H 0.68 -1.37 -2.49 0.0031
H 3.10 -1.40 -2.79 0.0019
C -5.27 -0.62 -4.49 0.0520
C -3.90 -0.62 -4.32 0.0420
C -3.35 -0.78 -3.05 0.1438
C -4.15 -0.93 -1.91 -0.1812
C -3.60 -1.10 -0.61 0.4619
C -4.49 -1.32 0.46 -0.0431
C -5.86 -1.29 0.29 0.0861
C -6.40 -1.11 -0.99 0.2210
C -5.56 -0.94 -2.10 -0.0037
C -6.10 -0.77 -3.38 0.1759
H -5.70 -0.50 -5.48 0.0035
H -3.25 -0.51 -5.18 -0.0002
H -2.27 -0.81 -2.94 -0.0115
H -4.10 -1.51 1.46 -0.0023
H -6.52 -1.42 1.14 0.0044
H -7.47 -1.12 -1.13 0.0001
H -7.18 -0.76 -3.51 0.0018
```

Summary:
Total charge = +3
Frontier orbital gap (spin up / spin down) = 7.60 / 5.83 eV
Total energy = -1915.28374 a.u.
Multiplicity = 5



6.
C34H24BrCl2IN3O5Rh as an isolated structure in a non-equilibrium geometry, computed with wB97M-V/def2-TZVPD.

```
71
Properties=species:S:1:pos:R:3:mulliken_charge:R:1
Rh 0.43 -0.01 -0.15 0.1402
O 3.33 2.40 2.31 -0.7464
C 2.68 3.56 2.15 0.4168
C 3.32 4.72 2.60 -0.5903
C 2.73 5.95 2.46 -0.3512
C 1.47 6.07 1.86 -0.7473
C 0.83 4.93 1.41 -0.5625
C 1.42 3.67 1.54 0.1978
C 0.71 2.49 1.02 1.4647
O 1.29 1.33 1.18 -1.2401
N -0.44 2.63 0.42 -0.8982
N -0.95 1.38 0.10 0.3367
C -2.20 1.17 0.14 -0.0678
C -2.81 -0.03 -0.37 0.0531
C -4.17 -0.27 -0.12 -0.7378
C -4.81 -1.36 -0.68 -0.6889
C -4.10 -2.21 -1.52 -0.5185
C -2.77 -1.99 -1.80 -0.0184
C -2.09 -0.91 -1.22 0.4647
O -0.82 -0.72 -1.56 -0.8624
H 2.75 1.69 1.97 0.3843
H 4.30 4.61 3.06 0.4398
H 3.24 6.83 2.82 0.3809
H 1.01 7.04 1.75 0.4009
H -0.14 5.00 0.94 0.4608
H -2.82 1.99 0.50 0.4518
H -4.71 0.41 0.51 0.3988
H -5.86 -1.54 -0.47 0.4039
H -4.60 -3.05 -1.97 0.3941
H -2.23 -2.65 -2.47 0.4678
Cl 4.35 1.55 -4.93 -0.2205
C 3.29 0.24 -4.48 0.7516
C 1.95 0.32 -4.80 -0.7270
C 1.09 -0.69 -4.42 -0.4867
C 1.59 -1.79 -3.75 -0.6640
C 2.94 -1.87 -3.46 0.7676
Cl 3.53 -3.33 -2.72 -0.1374
C 3.84 -0.84 -3.78 -0.9516
N 5.19 -0.90 -3.47 -0.0172
C 5.68 -1.29 -2.19 -0.4809
C 6.67 -2.26 -2.13 -0.4516
C 7.16 -2.70 -0.91 -0.6142
C 6.63 -2.18 0.26 -0.6768
C 5.65 -1.20 0.20 -0.4580
C 5.19 -0.71 -1.02 0.6709
C 4.27 0.48 -1.03 -1.2063
C 2.82 0.15 -0.82 2.4584
O 1.92 0.72 -1.52 -0.7341
O 2.45 -0.64 0.09 -0.7104
H 1.60 1.19 -5.33 0.4200
H 0.04 -0.62 -4.64 0.4146
H 0.95 -2.60 -3.45 0.5797
H 5.79 -0.31 -4.02 0.3376
H 7.02 -2.70 -3.06 0.4704
H 7.93 -3.45 -0.88 0.3989
H 7.00 -2.52 1.22 0.5203
H 5.26 -0.77 1.12 0.4302
H 4.34 1.04 -1.96 0.3281
H 4.56 1.16 -0.23 0.6109
Br -0.50 -5.92 1.49 -0.2167
C 1.29 -5.32 1.52 0.2199
C 2.21 -6.07 2.24 -0.4572
C 3.53 -5.68 2.30 -0.5572
C 3.94 -4.53 1.63 -0.6905
C 3.02 -3.78 0.91 0.3985
C 1.69 -4.18 0.84 -0.4919
I 0.37 -3.03 -0.31 0.5606
H 1.88 -6.96 2.76 0.3873
H 4.24 -6.27 2.86 0.3865
H 4.97 -4.21 1.67 0.3658
H 3.34 -2.88 0.40 0.2449
```

Summary:
Total charge = 0
Relative energy (zero: lowest compared OMol25 entry of this formula, charge and spin) = 165.36 kJ/mol
Frontier orbital gap (spin up / spin down) = 6.41 / 6.23 eV
Total energy = -5753.14680 a.u.



7.
One molecule with the formula C34H25BF6O2S in a non-equilibrium geometry, computed with wB97M-V/def2-TZVPD.

```
69
Properties=species:S:1:pos:R:3:mulliken_charge:R:1
C 0.93 -3.46 3.59 -1.5267
C 0.79 -2.37 2.60 0.7682
C 1.76 -1.36 2.55 -1.0259
C 1.49 -0.36 1.66 -0.8992
C 0.19 -0.43 0.94 1.7604
B 2.73 -2.85 -2.87 0.6687
C -0.77 0.57 1.69 0.6436
C -2.04 0.18 2.10 -0.3692
C -3.01 1.14 2.39 0.1612
C -4.47 0.82 2.46 0.7291
F -5.20 1.72 1.72 -0.2432
F -4.74 -0.41 1.95 -0.2670
F -4.98 0.86 3.72 -0.2814
C -2.66 2.47 2.56 -1.4662
C -1.34 2.82 2.35 0.0170
C -1.06 4.29 2.45 0.8076
F 0.25 4.59 2.28 -0.2873
F -1.76 4.98 1.48 -0.2543
F -1.45 4.81 3.65 -0.2889
C -0.37 1.87 2.00 -0.7685
O 3.85 -2.39 -2.20 -0.4904
C 3.68 -2.96 -0.88 -0.1207
C 2.53 -3.97 -0.99 -0.0382
O 2.10 -3.97 -2.38 -0.4347
S -0.39 -2.19 1.39 -0.5215
H 1.45 -3.04 4.45 0.3729
H -0.03 -3.85 3.90 0.4037
H 1.56 -4.25 3.18 0.2629
H 2.64 -1.41 3.21 0.3348
H 2.05 0.56 1.62 0.2667
H -2.30 -0.87 2.15 0.7461
H -3.41 3.21 2.85 0.5064
H 0.67 2.17 2.01 0.4463
H 4.60 -3.48 -0.60 0.4187
H 3.45 -2.14 -0.17 -0.1198
H 2.88 -5.00 -0.80 0.3864
H 1.71 -3.69 -0.30 -0.1125
C 0.16 -0.16 -0.52 0.9389
C 0.58 -1.10 -1.77 0.6713
C 1.68 -0.89 -2.57 -1.0734
C 2.03 -1.72 -3.73 -0.0693
C 0.86 -2.19 -4.46 -0.9727
C -0.30 -2.29 -3.75 -0.8354
C -0.39 -1.94 -2.37 -0.3408
C -1.27 0.33 -0.87 0.0080
C -1.22 1.71 -1.11 0.2598
C -2.41 2.43 -1.17 -0.2453
C -3.63 1.74 -1.13 -0.8003
C -3.65 0.36 -1.00 -1.4885
C -2.47 -0.36 -0.79 -0.0258
C 0.18 2.19 -1.01 0.2849
C 1.01 1.10 -0.71 -0.3310
C 2.40 1.21 -0.71 0.0830
C 2.96 2.44 -1.06 -0.7669
C 2.14 3.56 -1.19 -1.3522
C 0.75 3.45 -1.12 -0.1461
H 2.33 -0.05 -2.42 0.6230
H 2.81 -1.32 -4.38 0.4749
H 0.92 -2.22 -5.55 0.4207
H -1.23 -2.51 -4.28 0.4122
H -1.29 -2.25 -1.83 0.4418
H -2.38 3.51 -1.19 0.4240
H -4.57 2.29 -1.15 0.4145
H -4.60 -0.18 -1.02 0.3890
H -2.50 -1.43 -0.58 0.4504
H 3.02 0.31 -0.56 0.6224
H 4.04 2.49 -1.24 0.4345
H 2.61 4.53 -1.34 0.3957
H 0.09 4.32 -1.16 0.5136
```

Summary:
Total charge = 0
Frontier orbital gap = 2.93 eV
Total energy = -2483.25131 a.u.